1.
Entry from the Open Molecules 2025 dataset: an isolated molecule of C12H15N3O2 (ωB97M-V/def2-TZVPD).

Summary:
Strongest force on any atom ... 19.43 eV/Å
Energy ... -21240.930 eV
Net charge ... 0
HOMO-LUMO gap ... 0.3015 hartree
LUMO ... 0.161 eV
Structure (SMILES) ... Cc1ccc(NC(=O)[C@@H]2CCCNC2=O)nc1
HOMO energy ... -8.0 eV

Each line ends with the natural charge from an NBO analysis.
Geometry (Å):
C 5.953 0.349 -0.061  -0.655
C 4.567 0.243 -0.039  -0.025
C 3.692 -1.094 0.367  -0.122
C 2.351 -1.117 0.352  -0.279
C 1.713 -0.019 0.007  0.351
N 0.340 0.201 0.218  -0.586
C -0.646 -0.533 0.512  0.621
O -0.415 -1.797 0.616  -0.704
C -2.044 -0.497 0.354  -0.319
C -2.771 -1.030 -0.577  -0.417
C -4.118 -0.595 -0.923  -0.346
C -4.710 0.192 0.338  -0.197
N -3.818 1.316 0.469  -0.636
C -2.395 1.244 0.404  0.712
O -1.644 2.074 0.192  -0.594
N 2.332 1.295 -0.094  -0.421
C 3.752 1.457 -0.186  0.044
H 6.407 -0.009 0.856  0.240
H 6.220 1.481 -0.409  0.228
H 6.236 -0.325 -1.068  0.222
H 4.350 -1.846 0.183  0.198
H 1.839 -1.932 0.389  0.252
H -0.023 1.363 0.103  0.471
H -2.483 -0.872 1.404  0.233
H -2.242 -0.856 -1.704  0.192
H -2.743 -2.048 -0.345  0.248
H -4.857 -1.478 -0.790  0.195
H -4.436 -0.151 -1.642  0.181
H -5.674 0.805 -0.190  0.215
H -4.623 -0.269 1.202  0.194
H -4.041 2.134 0.294  0.358
H 3.932 2.312 -0.233  0.147

Forces on the atoms, in the same order (eV/Å):
3.645 0.555 -4.380
-8.789 0.284 1.936
4.030 6.476 -2.588
3.785 1.286 -0.682
-0.247 8.458 1.356
-0.098 8.699 -1.715
1.569 -9.881 -1.083
0.771 0.752 0.892
0.331 11.125 11.108
-1.098 -3.491 -12.060
-2.284 -6.608 12.531
-0.471 4.979 -7.889
6.454 -6.512 2.385
-6.959 -9.199 0.397
4.048 5.584 -0.700
1.195 -2.827 -0.745
-6.632 -18.157 1.957
0.634 0.085 -0.182
-0.137 -2.774 1.259
0.202 1.484 2.754
1.286 -2.912 0.574
-2.941 -5.122 0.764
1.623 -4.085 0.249
1.102 0.975 -1.780
-0.539 -0.955 2.734
-0.128 -2.042 -0.605
1.285 0.609 -0.998
-2.360 5.485 -9.022
1.701 -2.431 2.582
-1.234 -2.785 3.962
-3.627 9.681 -1.988
3.885 13.264 -1.023

---

2.
Entry from the Open Molecules 2025 dataset: an isolated molecule of C12H15N3OS (ωB97M-V/def2-TZVPD).

Summary:
Strongest force on any atom ... 0.90 eV/Å
Energy ... -30042.123 eV
Net charge ... 0
HOMO-LUMO gap ... 0.3101 hartree
LUMO ... -0.235 eV
Structure (SMILES) ... CC(C)CCn1c(=S)[nH]c2ncccc2c1=O
HOMO energy ... -8.7 eV

Each line ends with the natural charge from an NBO analysis.
Geometry (Å):
C -2.659 -1.945 0.061  -0.622
C -2.572 -0.622 0.819  -0.212
C -1.335 -0.600 1.717  -0.607
C -2.656 0.593 -0.116  -0.408
C -1.655 0.665 -1.272  -0.240
N -0.268 0.819 -0.851  -0.453
C 0.134 2.033 -0.369  0.288
S -0.833 3.362 -0.309  -0.182
N 1.422 2.146 0.071  -0.566
C 2.339 1.141 0.016  0.402
N 3.557 1.381 0.487  -0.449
C 4.442 0.403 0.421  0.089
C 4.171 -0.852 -0.113  -0.295
C 2.901 -1.101 -0.603  -0.078
C 1.951 -0.086 -0.542  -0.247
C 0.582 -0.271 -1.033  0.686
O 0.196 -1.293 -1.558  -0.587
H -2.743 -2.771 0.763  0.208
H -1.771 -2.108 -0.544  0.224
H -3.532 -1.957 -0.588  0.204
H -3.450 -0.547 1.473  0.199
H -1.457 -1.307 2.535  0.212
H -1.182 0.390 2.145  0.208
H -0.442 -0.887 1.168  0.191
H -2.571 1.502 0.482  0.225
H -3.646 0.600 -0.577  0.214
H -1.699 -0.242 -1.875  0.244
H -1.910 1.527 -1.894  0.234
H 1.708 3.045 0.441  0.446
H 5.419 0.643 0.817  0.201
H 4.936 -1.610 -0.141  0.228
H 2.623 -2.053 -1.030  0.243

Forces on the atoms, in the same order (eV/Å):
-0.069 0.153 0.191
0.054 0.006 -0.145
-0.232 0.022 -0.025
0.119 -0.136 0.141
-0.721 -0.063 -0.166
0.191 -0.005 0.014
0.145 0.575 0.138
-0.170 0.434 0.026
-0.071 -0.033 0.021
0.178 -0.851 -0.233
-0.240 0.472 0.090
-0.001 -0.155 -0.061
-0.116 -0.109 -0.073
-0.005 0.265 0.098
0.294 0.204 0.170
0.255 -0.158 -0.111
0.140 -0.052 0.044
-0.028 -0.144 0.041
0.050 -0.040 -0.077
-0.115 -0.072 -0.106
0.061 0.009 -0.045
0.057 -0.078 0.089
0.069 0.099 0.083
0.112 -0.059 0.019
-0.102 -0.022 -0.077
-0.045 0.054 -0.036
0.048 0.154 0.048
0.096 -0.155 0.041
-0.124 -0.125 -0.084
0.115 -0.072 0.011
0.082 -0.054 0.008
-0.030 -0.066 -0.034

---

3.
Entry from the Open Molecules 2025 dataset: an isolated molecule of C12H15N5O2S3 (ωB97M-V/def2-TZVPD).

Summary:
Strongest force on any atom ... 1.83 eV/Å
Energy ... -56739.195 eV
Net charge ... 0
HOMO-LUMO gap ... 0.3246 hartree
LUMO ... 0.614 eV
Structure (SMILES) ... CCCC(=O)Nc1nnc(SCC(=O)Nc2nc(C)cs2)s1
HOMO energy ... -8.2 eV

Each line ends with the natural charge from an NBO analysis.
Geometry (Å):
C -1.325 -5.764 3.019  -0.602
C -1.515 -4.578 2.081  -0.382
C -2.222 -3.417 2.793  -0.492
C -2.414 -2.264 1.843  0.698
O -3.442 -2.014 1.257  -0.588
N -1.288 -1.503 1.652  -0.622
C -1.281 -0.424 0.811  0.194
N -0.249 0.324 0.618  -0.301
N -0.477 1.321 -0.232  -0.329
C -1.686 1.340 -0.689  -0.171
S -2.272 2.543 -1.776  0.329
C -0.764 3.561 -1.882  -0.648
C -0.309 3.937 -0.493  0.708
O -1.041 4.375 0.359  -0.581
N 1.035 3.799 -0.223  -0.624
C 2.035 3.219 -0.951  0.289
N 2.025 2.939 -2.205  -0.516
C 3.196 2.377 -2.621  0.158
C 3.343 1.988 -4.050  -0.629
C 4.133 2.238 -1.649  -0.463
S 3.542 2.819 -0.133  0.355
S -2.712 0.047 -0.082  0.437
H -2.285 -6.122 3.381  0.207
H -0.717 -5.482 3.876  0.202
H -0.828 -6.580 2.499  0.216
H -2.115 -4.883 1.222  0.212
H -0.543 -4.247 1.709  0.196
H -3.205 -3.746 3.133  0.237
H -1.636 -3.099 3.657  0.213
H -0.426 -1.698 2.139  0.424
H 0.007 3.019 -2.426  0.289
H -1.063 4.456 -2.428  0.259
H 1.265 3.998 0.744  0.418
H 3.167 2.853 -4.687  0.226
H 2.604 1.230 -4.304  0.226
H 4.338 1.597 -4.237  0.217
H 5.123 1.839 -1.726  0.239

Forces on the atoms, in the same order (eV/Å):
0.024 0.127 -0.204
-0.031 -0.056 0.225
-0.073 -0.153 -0.250
0.389 -0.216 0.521
-0.357 -0.148 -0.061
0.136 -0.192 0.204
-0.563 0.560 -0.675
0.384 -1.337 1.188
-0.299 0.885 -0.984
-0.212 -0.565 0.232
-0.194 0.464 -0.384
-0.431 -0.581 0.008
0.019 0.160 -0.048
-0.088 0.089 0.041
0.225 0.530 0.644
0.947 -0.321 0.206
-0.540 0.251 -0.185
0.738 -0.219 0.351
-0.012 0.015 0.088
-0.160 0.072 -0.047
-0.496 0.035 -0.422
0.792 0.579 -0.114
-0.086 -0.075 0.072
0.058 -0.020 0.114
0.041 -0.119 0.025
0.044 0.058 -0.064
-0.024 -0.004 -0.079
0.030 0.104 0.020
-0.010 0.011 0.052
-0.109 0.003 -0.027
-0.240 0.208 0.044
0.041 0.011 0.023
-0.206 0.015 -0.189
0.013 0.027 -0.092
-0.025 -0.062 -0.072
0.050 -0.040 -0.086
0.226 -0.094 -0.077

---

Q: Which energy above the lowest of the compared OMol25 structures with the same formula, charge and spin values were calculated for the entries above? A: 293.9; 0.0; 0.0, in kcal/mol.